Entry 1:
Density functional theory data (wB97M-V/def2-TZVPD) for one molecule with the formula C29H38N4O2.

XYZ file:
```
73
C29H38N4O2 | OMol25 | wB97M-V/def2-TZVPD
C 3.96 -6.28 0.31
C 2.53 -5.76 0.36
C 2.48 -4.25 0.60
C 1.05 -3.72 0.63
N 0.37 -3.92 -0.65
C -0.79 -4.78 -0.59
C -2.03 -4.18 0.08
C 0.17 -2.71 -1.42
C 1.45 -2.30 -2.15
C 1.22 -1.12 -3.09
N 0.97 0.10 -2.36
C -0.24 0.67 -2.25
O -1.23 0.29 -2.85
C -0.32 1.89 -1.31
C 0.96 2.22 -0.62
C 1.82 3.21 -1.07
C 3.01 3.46 -0.39
C 3.34 2.72 0.73
C 2.49 1.73 1.18
C 1.30 1.48 0.52
C 0.39 0.41 1.02
O 0.79 -0.47 1.77
N -0.89 0.48 0.60
C -1.88 -0.42 1.13
C -1.38 1.57 -0.23
C -1.70 2.79 0.58
C -1.23 3.11 1.82
N -1.72 4.33 2.21
C -1.45 4.98 3.46
C -2.51 4.82 1.21
C -3.23 6.01 1.13
C -3.95 6.24 -0.02
C -3.97 5.31 -1.07
C -3.27 4.13 -0.99
C -2.52 3.87 0.16
H 4.47 -6.08 1.25
H 3.97 -7.35 0.14
H 4.52 -5.80 -0.49
H 2.03 -5.97 -0.59
H 1.98 -6.27 1.15
H 3.05 -3.75 -0.19
H 2.96 -4.02 1.55
H 0.51 -4.24 1.42
H 1.07 -2.65 0.89
H -1.04 -5.07 -1.61
H -0.50 -5.69 -0.05
H -2.82 -4.93 0.14
H -1.80 -3.84 1.09
H -2.41 -3.34 -0.49
H -0.17 -1.87 -0.80
H -0.60 -2.91 -2.17
H 2.22 -2.03 -1.42
H 1.82 -3.15 -2.72
H 2.09 -0.97 -3.73
H 0.34 -1.30 -3.72
H 1.72 0.44 -1.77
H -0.68 2.73 -1.91
H 1.57 3.79 -1.94
H 3.67 4.24 -0.74
H 4.26 2.92 1.26
H 2.73 1.14 2.05
H -2.39 -0.94 0.32
H -2.61 0.12 1.73
H -1.37 -1.15 1.76
H -2.28 1.22 -0.74
H -0.59 2.55 2.47
H -2.38 5.15 4.01
H -0.79 4.35 4.06
H -0.96 5.94 3.29
H -3.22 6.73 1.93
H -4.52 7.15 -0.12
H -4.55 5.53 -1.95
H -3.29 3.42 -1.80
```

The orbital gap comes out at 8.38 eV.

Here are the natural (NBO) charges for atoms 1 to 2, given in e: C -0.5983; C -0.3989

=====

Entry 2:
Density functional theory data (wB97M-V/def2-TZVPD) for C29H38N4O2P2Ti as an isolated structure at a distorted geometry.

XYZ file:
```
76
C29H38N4O2P2Ti | OMol25 | wB97M-V/def2-TZVPD
Ti -0.19 -2.44 0.25
C -1.21 2.74 -3.51
C -0.01 3.07 -3.00
C 0.23 4.06 -1.89
C -0.84 4.14 -0.77
C -1.57 2.92 -0.32
C -2.54 2.27 -0.98
C -3.32 3.00 -2.01
C -2.48 3.48 -3.23
C -1.19 -3.43 1.85
H -1.29 1.98 -4.29
H 0.91 2.75 -3.50
H 0.32 5.08 -2.31
H 1.22 3.85 -1.45
H -0.31 4.54 0.11
H -1.56 4.92 -1.06
H -1.50 2.77 0.77
H -2.88 1.27 -0.73
H -3.74 3.93 -1.59
H -4.16 2.40 -2.37
H -3.10 3.40 -4.14
H -2.27 4.55 -3.09
H -1.29 -4.42 1.37
H -2.18 -3.13 2.21
H -0.54 -3.58 2.74
P -0.48 -0.55 1.83
P 1.65 -0.87 -0.39
N -2.19 -0.04 2.04
N 0.02 -0.47 3.54
N 0.98 -0.76 -2.01
N 3.27 -1.16 -0.89
C 0.28 0.94 1.14
C 1.58 0.79 0.31
C -3.29 -0.82 1.68
C -4.45 -0.22 2.15
C -4.07 1.01 2.76
C -2.68 1.11 2.67
C -0.45 -1.36 4.52
C 0.15 -1.06 5.74
C 1.00 0.07 5.52
C 0.90 0.41 4.17
C -0.10 -1.58 -2.38
C -0.52 -1.18 -3.64
C 0.24 -0.04 -4.00
C 1.12 0.22 -2.98
C 3.98 -0.62 -1.97
C 5.21 -1.25 -2.04
C 5.29 -2.17 -0.94
C 4.10 -2.10 -0.24
H 0.41 1.70 1.91
H -0.49 1.28 0.44
H 1.58 1.52 -0.52
H 2.49 0.90 0.93
H -3.16 -1.74 1.13
H -5.45 -0.63 2.07
H -4.73 1.73 3.21
H -2.02 1.89 3.00
H -1.17 -2.13 4.27
H -0.01 -1.58 6.67
H 1.61 0.58 6.26
H 1.36 1.21 3.62
H -0.38 -2.49 -1.82
H -1.28 -1.65 -4.24
H 0.10 0.56 -4.89
H 1.86 1.00 -2.87
H 3.55 0.12 -2.61
H 5.96 -1.06 -2.78
H 6.13 -2.81 -0.71
H 3.76 -2.61 0.65
C 2.45 -5.36 0.03
C 1.40 -4.31 0.15
O 1.49 -3.37 1.02
O 0.38 -4.29 -0.61
H 2.90 -5.55 1.01
H 3.23 -5.00 -0.65
H 1.97 -6.27 -0.35
```

The orbital gap (spin up / spin down) comes out at 6.83 / 8.19 eV. The expectation value of S² is 2.008. The spin multiplicity is 3. The value obtained for the relative energy (zero: lowest compared OMol25 entry of this formula, charge and spin) is 0.0 kcal/mol.

Here are the Löwdin charges for atoms 1 to 2, given in e: Ti 0.5368; C -0.1083

=====

Entry 3:
Density functional theory data (wB97M-V/def2-TZVPD) for C29H38N6PRuS2 as an isolated structure at a distorted geometry.

XYZ file:
```
77
C29H38N6PRuS2 | OMol25 | wB97M-V/def2-TZVPD
Ru 1.11 2.06 -0.76
C -2.64 0.04 0.30
C -1.87 -0.45 1.49
C -2.34 -1.54 2.23
C -1.65 -2.01 3.33
C -0.45 -1.42 3.72
C 0.04 -0.34 3.01
C -0.67 0.15 1.91
P -0.11 1.62 1.08
C 1.60 2.04 1.44
C 2.48 1.07 0.85
C 3.85 1.33 0.72
C 4.35 2.54 1.16
C 3.52 3.48 1.76
C 2.15 3.27 1.93
C 1.36 4.28 2.70
C -1.21 2.99 1.32
C -2.12 3.14 2.36
C -2.83 4.33 2.46
C -2.60 5.35 1.55
C -1.68 5.20 0.51
C -0.99 4.00 0.38
C 0.00 3.75 -0.71
H -3.13 -0.79 -0.21
H -2.01 0.54 -0.44
H -3.42 0.74 0.60
H -3.27 -2.00 1.94
H -2.05 -2.83 3.91
H 0.09 -1.79 4.59
H 0.95 0.14 3.34
H 2.12 0.07 0.68
H 4.50 0.56 0.32
H 5.41 2.74 1.08
H 3.95 4.39 2.14
H 2.03 4.93 3.25
H 0.69 3.80 3.41
H 0.75 4.91 2.05
H -2.27 2.34 3.08
H -3.54 4.47 3.26
H -3.14 6.28 1.64
H -1.52 6.01 -0.19
H 0.54 4.65 -1.01
H -0.51 3.32 -1.61
C 4.42 3.30 -4.80
C 3.62 2.10 -4.46
N 3.55 1.00 -5.13
N 2.68 0.21 -4.45
C 2.19 0.78 -3.36
S 1.07 0.16 -2.21
N 2.79 2.00 -3.35
N 2.50 2.95 -2.36
H 5.00 3.08 -5.69
H 5.11 3.55 -3.99
H 3.79 4.16 -5.00
H 2.46 -0.71 -4.80
H 2.04 3.75 -2.81
H 3.37 3.28 -1.95
C -2.89 -6.54 -3.19
C -2.14 -6.42 -1.88
N -1.48 -5.09 -1.81
C -1.35 -4.32 -0.75
S -1.08 -2.62 -1.04
N -1.42 -4.69 0.50
C -1.25 -6.05 1.08
C -2.49 -6.53 1.80
H -3.36 -7.51 -3.25
H -2.21 -6.45 -4.04
H -3.67 -5.78 -3.27
H -1.38 -7.20 -1.80
H -2.82 -6.51 -1.03
H -1.28 -4.66 -2.69
H -1.46 -3.93 1.17
H -0.41 -5.98 1.77
H -0.95 -6.72 0.28
H -2.77 -5.84 2.60
H -2.29 -7.50 2.25
H -3.34 -6.64 1.12
```

The orbital gap (spin up / spin down) comes out at 2.71 / 2.70 eV. Its net charge is +3. The value obtained for the relative energy (zero: lowest compared OMol25 entry of this formula, charge and spin) is 57.5 kcal/mol.

Here are the Löwdin charges for atoms 1 to 2, given in e: Ru 0.8396; C -0.0780

=====

Entry 4:
Density functional theory data (wB97M-V/def2-TZVPD) for C29H39BGeN6O2S3SeZr as an isolated structure.

XYZ file:
```
83
C29H39BGeN6O2S3SeZr | OMol25 | wB97M-V/def2-TZVPD
Zr 0.30 -0.45 0.74
C 5.22 -5.47 -2.78
C 4.65 -4.41 -1.90
C 3.90 -3.36 -2.44
C 3.39 -2.35 -1.64
C 3.65 -2.39 -0.28
C 4.39 -3.42 0.30
C 4.88 -4.42 -0.52
S 3.02 -1.22 0.83
O 4.02 -0.83 1.75
O 1.77 -1.82 1.44
N 2.28 -0.06 -0.01
C 2.77 1.28 -0.02
C 4.08 1.67 -0.04
C 4.41 3.05 -0.04
C 3.43 4.00 -0.06
C 2.07 3.61 -0.04
C 1.01 4.54 -0.10
C -0.28 4.09 -0.06
C -0.53 2.71 0.06
N 0.44 1.80 0.09
C 1.74 2.25 0.00
H 4.46 -5.87 -3.46
H 5.62 -6.30 -2.20
H 6.02 -5.06 -3.39
H 3.73 -3.32 -3.51
H 2.84 -1.52 -2.08
H 4.60 -3.43 1.36
H 5.46 -5.22 -0.09
H 4.87 0.93 -0.06
H 5.45 3.33 -0.05
H 3.68 5.05 -0.09
H 1.22 5.60 -0.17
H -1.13 4.76 -0.11
H -1.54 2.34 0.15
C 0.98 3.10 3.55
N -0.38 2.64 3.28
C -1.48 3.46 3.21
C -2.56 2.65 3.01
N -2.12 1.35 2.97
B -3.14 0.16 3.21
N -3.20 -1.01 2.12
C -3.98 -2.08 2.51
C -4.36 -2.76 1.41
N -3.80 -2.12 0.33
C -3.96 -2.54 -1.05
C -3.09 -1.07 0.79
S -2.10 -0.03 -0.21
C -0.80 1.37 3.14
S 0.26 -0.02 3.19
H 1.07 4.11 3.16
H 1.69 2.44 3.04
H 1.18 3.08 4.62
H -1.40 4.52 3.33
H -3.60 2.89 2.93
H -2.87 -0.37 4.25
H -4.22 0.68 3.19
H -4.22 -2.24 3.55
H -4.98 -3.63 1.29
H -3.56 -3.55 -1.17
H -3.41 -1.85 -1.69
H -5.01 -2.53 -1.31
C 1.46 -7.40 0.24
Ge -0.04 -6.18 0.23
C -1.08 -6.24 1.87
C -1.18 -6.43 -1.32
C 0.76 -4.36 0.14
Se -0.57 -2.95 -0.08
C -0.62 -2.91 -2.02
H 1.12 -8.43 0.29
H 2.11 -7.21 1.09
H 2.05 -7.28 -0.67
H -1.70 -7.13 1.89
H -1.74 -5.37 1.95
H -0.43 -6.26 2.74
H -1.63 -7.42 -1.30
H -0.62 -6.34 -2.25
H -2.00 -5.70 -1.33
H 1.47 -4.24 -0.68
H 1.28 -4.14 1.07
H -1.12 -3.81 -2.36
H 0.41 -2.88 -2.39
H -1.17 -2.02 -2.33
```

The orbital gap comes out at 7.67 eV. Its net charge is +2. The value obtained for the relative energy (zero: lowest compared OMol25 entry of this formula, charge and spin) is 11.3 kcal/mol.

Here are the Löwdin charges for atoms 1 to 2, given in e: Zr 1.2205; C -0.0255

=====

Entry 5:
Density functional theory data (wB97M-V/def2-TZVPD) for C29H39BiClIN8OS as an isolated structure.

XYZ file:
```
81
C29H39BiClIN8OS | OMol25 | wB97M-V/def2-TZVPD
Bi -0.79 0.93 -0.48
C 0.70 4.04 2.69
C 0.61 2.93 1.70
N -0.28 2.02 1.68
C -1.34 1.86 2.66
C -2.16 0.58 2.34
N -1.44 -0.37 1.46
C -2.11 -1.70 1.39
C -3.37 -1.81 0.54
N -3.20 -1.45 -0.87
C -1.08 -1.84 -2.09
C 0.18 -1.84 -1.15
N 0.72 -0.50 -0.95
C 1.58 0.16 -1.91
C 2.58 -0.75 -2.58
C 2.20 1.32 -1.13
C 3.51 1.79 -1.17
C 3.85 2.82 -0.30
C 2.93 3.30 0.63
C 1.66 2.77 0.62
N 1.33 1.87 -0.30
H 0.30 4.95 2.23
H 1.73 4.25 2.97
H 0.13 3.82 3.59
H -2.01 2.72 2.67
H -0.91 1.78 3.65
H -3.11 0.83 1.85
H -2.41 0.08 3.28
H -0.52 -0.57 1.87
H -2.38 -2.00 2.40
H -1.36 -2.41 1.05
H -4.15 -1.16 0.93
H -3.72 -2.84 0.67
H -4.12 -1.27 -1.26
H -2.39 -0.34 -2.47
H -0.76 -2.39 -2.97
H 0.93 -2.48 -1.60
H -0.01 -2.26 -0.17
H 3.20 -1.23 -1.83
H 3.20 -0.18 -3.27
H 2.08 -1.52 -3.17
H 4.24 1.37 -1.84
H 4.86 3.21 -0.31
H 3.23 4.04 1.36
Cl -2.00 -1.70 -7.38
C -1.19 -0.91 -6.07
C -0.04 -0.18 -6.36
C 0.70 0.43 -5.35
I 2.43 1.50 -5.80
C 0.24 0.36 -4.03
O 0.85 0.97 -2.96
C -0.94 -0.31 -3.82
N -1.38 -0.46 -2.49
C -2.48 -2.38 -1.79
C -3.19 -2.38 -3.15
C -2.84 -1.85 -4.34
C -1.67 -1.02 -4.77
H 0.30 -0.12 -7.38
H -2.46 -3.40 -1.39
H -4.12 -2.93 -3.15
H -3.52 -2.06 -5.16
C 0.51 -7.21 1.67
C 0.10 -6.40 2.90
N 0.13 -4.96 2.68
C 1.22 -4.16 2.72
S 1.09 -2.48 2.44
N 2.38 -4.74 3.01
C 3.68 -4.07 3.09
C 4.45 -4.15 1.78
H 0.46 -8.28 1.89
H 1.53 -6.98 1.36
H -0.15 -7.00 0.84
H 0.73 -6.65 3.76
H -0.91 -6.65 3.20
H -0.73 -4.48 2.48
H 2.40 -5.75 3.09
H 4.23 -4.54 3.90
H 3.49 -3.04 3.37
H 4.66 -5.18 1.51
H 5.40 -3.63 1.88
H 3.88 -3.68 0.98
```

The orbital gap comes out at 6.91 eV. Its net charge is +2.

Here are the natural (NBO) charges for atoms 1 to 2, given in e: Bi 1.8716; C -0.6974

=====

Entry 6:
Density functional theory data (wB97M-V/def2-TZVPD) for C29H39Br2FN5OPReSi as an isolated structure at a distorted geometry.

XYZ file:
```
80
C29H39Br2FN5OPReSi | OMol25 | wB97M-V/def2-TZVPD
Re -0.37 -0.14 0.42
Br 1.95 -0.47 6.86
C 1.33 -0.50 5.08
C -0.08 -0.55 4.86
C -0.48 -0.48 3.58
N 0.35 -0.34 2.53
C 1.65 -0.16 2.76
C 2.23 -0.23 4.03
C 2.49 0.07 1.58
C 3.88 0.16 1.49
C 4.49 0.36 0.27
Br 6.29 0.74 0.12
C 3.70 0.44 -0.91
C 2.35 0.30 -0.77
N 1.73 0.16 0.42
H -0.80 -0.85 5.65
H -1.51 -0.57 3.29
H 3.28 -0.21 4.23
H 4.56 0.05 2.37
H 4.19 0.41 -1.88
H 1.78 0.13 -1.69
C 0.53 -1.10 -3.77
C -0.10 0.25 -3.54
P -1.13 0.52 -1.97
C -2.53 -0.63 -2.36
C -3.19 -0.65 -3.73
C -1.67 2.30 -2.07
C -0.62 3.26 -2.53
H 1.04 -1.10 -4.76
H -0.32 -1.79 -3.90
H 1.16 -1.53 -2.98
H -0.90 0.44 -4.26
H 0.63 1.05 -3.57
H -3.30 -0.55 -1.57
H -2.18 -1.65 -2.24
H -3.39 0.42 -4.10
H -3.98 -1.36 -3.62
H -2.49 -1.01 -4.49
H -2.03 2.65 -1.15
H -2.54 2.39 -2.72
H 0.33 2.89 -2.10
H -0.88 4.26 -2.24
H -0.58 3.13 -3.64
C -2.02 3.32 2.80
N -0.64 3.71 2.58
C -0.01 4.68 3.34
C 1.26 5.07 3.04
C 1.85 4.49 1.85
N 1.23 3.55 1.11
C 0.06 3.10 1.52
O -0.54 2.16 1.00
N 3.04 4.95 1.42
H -2.59 4.07 3.36
H -2.05 2.39 3.30
H -2.54 3.31 1.85
H -0.65 5.04 4.15
H 1.69 5.89 3.56
H 3.34 5.86 1.77
H 3.36 4.84 0.47
C -0.56 -3.35 1.88
Si -0.04 -2.67 0.25
C 1.81 -3.11 -0.07
C -1.06 -3.57 -1.03
C -0.68 -3.93 -2.29
C -1.51 -4.64 -3.18
C -2.83 -4.80 -2.85
C -3.33 -4.43 -1.58
C -2.43 -3.79 -0.68
H -0.56 -4.44 1.65
H -1.59 -3.12 2.11
H 0.13 -3.07 2.70
H 1.92 -4.13 -0.60
H 2.46 -3.10 0.79
H 2.17 -2.43 -0.78
H 0.39 -3.77 -2.61
H -1.06 -5.03 -4.12
H -3.49 -5.23 -3.62
H -4.39 -4.53 -1.32
H -2.82 -3.45 0.30
F -2.17 -0.37 0.95
```

The orbital gap (spin up / spin down) comes out at 7.00 / 6.28 eV. The expectation value of S² is 3.783. The spin multiplicity is 4. Its net charge is +2. The value obtained for the relative energy (zero: lowest compared OMol25 entry of this formula, charge and spin) is 20.2 kcal/mol.

Here are the Löwdin charges for atoms 1 to 2, given in e: Re 1.3860; Br 0.8574